Entry 1:
Density functional theory data (wB97M-V/def2-TZVPD) for an isolated molecule of C10H7NOS3 in a non-equilibrium geometry.

Values from the calculation:
HOMO in eV: -7.8
E_LUMO in eV: -0.506
Energy relative to the best compared isomer or geometry (same formula, charge and spin) in kcal/mol: 57.5
E_tot in a.u.: -1709.59918

Geometry as XYZ:
```
22
Properties=species:S:1:pos:R:3:nbo_charge:R:1
S -0.978 -2.764 0.791 0.172
S 3.056 1.165 0.702 0.198
S 2.216 -1.410 -0.568 0.314
O -3.552 -0.606 -1.052 -0.452
N -1.615 1.469 0.963 -0.437
C -2.864 0.724 0.823 -0.096
C -3.758 1.463 -0.112 -0.315
C 4.326 0.134 -0.433 -0.421
C 3.970 -1.324 -0.109 -0.542
C 0.444 0.323 0.364 -0.292
C -0.513 1.030 0.686 0.396
C -4.134 0.624 -1.088 0.166
C -2.700 -0.632 0.068 0.073
C -1.815 -1.550 0.237 -0.085
C 1.718 0.024 0.316 -0.267
H -4.784 0.726 -1.912 0.206
H -3.050 0.441 1.900 0.234
H 4.013 -1.519 0.868 0.223
H 5.288 0.525 -0.170 0.221
H 4.594 -1.868 -0.849 0.246
H -3.968 2.498 -0.049 0.239
H 4.105 0.528 -1.376 0.219
```

=====

Entry 2:
Density functional theory data (wB97M-V/def2-TZVPD) for a structure of composition C10H8AsF12N3O4S4V in a non-equilibrium geometry.

Values from the calculation:
HOMO (spin up / spin down) in eV: -16.6 / -17.5
Total charge: +2
Spin multiplicity: 4
E_LUMO (spin up / spin down) in eV: -7.993 / -10.879
E_tot in a.u.: -6821.54999

Geometry as XYZ:
```
43
Properties=species:S:1:pos:R:3:nbo_charge:R:1
As 0.430 2.452 1.944 2.861
V 0.143 0.016 -0.123 1.690
S -0.325 -2.617 3.915 0.682
S -2.668 0.658 -0.929 2.206
S 4.055 -2.431 -0.594 0.675
S -0.655 1.568 -2.655 2.178
F -0.377 2.439 0.378 -0.608
F -0.587 4.121 -2.062 -0.262
F -4.505 0.365 -2.705 -0.261
F 0.708 3.492 -3.679 -0.262
F 1.272 3.089 -1.646 -0.282
F 1.644 3.422 1.316 -0.556
F 1.389 0.946 0.975 -0.629
F -4.286 -1.314 -1.340 -0.278
F 1.343 1.944 3.263 -0.568
F -0.694 1.156 2.265 -0.616
F -2.835 -0.997 -2.920 -0.285
F -0.495 3.633 2.672 -0.550
O 0.248 0.541 -1.945 -0.971
O -3.475 1.187 0.102 -0.811
O -0.796 1.336 -4.043 -0.807
O -1.638 -0.380 -0.416 -0.964
N -1.985 1.713 -1.841 -1.166
N 1.747 -1.375 -0.306 -0.538
N -0.105 -1.410 1.660 -0.522
C 1.111 -2.795 3.102 -0.297
C -2.334 -1.059 2.743 -0.699
C 1.069 -2.093 1.882 0.184
C 0.263 3.220 -2.479 0.814
C 2.722 -1.485 -1.173 0.206
C 3.273 -2.702 0.860 -0.290
C -3.663 -0.415 -2.076 0.788
C 2.038 -2.071 0.866 0.103
C 2.809 -0.891 -2.535 -0.691
C -0.960 -1.594 2.626 0.262
H 3.712 -3.297 1.647 0.288
H 3.518 -1.448 -3.144 0.270
H 1.924 -3.390 3.492 0.289
H -2.599 -0.453 1.885 0.277
H 3.168 0.139 -2.456 0.284
H 1.839 -0.883 -3.024 0.280
H -3.037 -1.890 2.849 0.281
H -2.409 -0.449 3.646 0.292
```

=====

Entry 3:
Density functional theory data (wB97M-V/def2-TZVPD) for an isolated molecule of C10H8ClN in a non-equilibrium geometry.

Values from the calculation:
HOMO in eV: -7.9
E_LUMO in eV: 0.003
Energy relative to the best compared isomer or geometry (same formula, charge and spin) in kcal/mol: 3.4
E_tot in a.u.: -900.72937

Geometry as XYZ:
```
20
Properties=species:S:1:pos:R:3:nbo_charge:R:1
Cl 0.482 -0.247 3.191 0.036
N 1.577 0.545 0.533 -0.417
C -1.890 -0.716 -0.050 -0.500
C 2.742 1.324 -1.411 -0.271
C -2.106 -1.061 2.229 -0.251
C 0.536 0.120 -0.117 0.187
C -2.701 -1.258 1.057 -0.154
C 1.690 0.781 -2.214 -0.178
C 2.608 1.147 -0.052 0.046
C 0.571 0.226 -1.573 -0.241
C -0.632 -0.320 0.589 -0.072
C -0.791 -0.537 2.007 0.019
H -3.645 -1.733 1.094 0.219
H -1.645 -1.272 -0.909 0.257
H 3.341 1.535 0.516 0.183
H 3.419 1.878 -2.026 0.225
H -0.390 -0.075 -2.060 0.201
H -2.399 -1.263 3.201 0.225
H 1.620 0.875 -3.364 0.222
H -2.386 0.051 -0.642 0.265
```

=====

Entry 4:
Density functional theory data (wB97M-V/def2-TZVPD) for an isolated molecule of C10H8N2 in a non-equilibrium geometry.

Values from the calculation:
HOMO in eV: -8.4
E_LUMO in eV: 0.449
Energy relative to the best compared isomer or geometry (same formula, charge and spin) in kcal/mol: 107.5
E_tot in a.u.: -495.19791

Geometry as XYZ:
```
20
Properties=species:S:1:pos:R:3:nbo_charge:R:1
N -1.400 0.412 -0.595 -0.348
N -0.404 0.874 4.301 -0.333
C -0.743 0.648 3.125 0.283
C -2.017 0.588 -1.871 -0.404
C 0.901 -0.530 -1.446 -0.290
C 2.635 -0.577 0.352 -0.243
C -0.900 0.355 1.697 -0.256
C 1.978 -0.937 -0.967 -0.177
C 1.645 -0.272 1.270 -0.182
C 0.292 -0.062 0.995 -0.077
C -1.873 0.497 0.637 0.049
C -0.072 -0.078 -0.427 0.162
H -2.056 -0.533 -2.332 0.207
H 3.624 -1.239 0.356 0.248
H 0.801 -0.380 -2.552 0.230
H 1.799 -0.104 2.365 0.226
H -1.155 1.012 -2.694 0.239
H -2.866 0.951 1.074 0.238
H 2.797 -1.565 -1.597 0.196
H -2.988 0.939 -1.691 0.231
```